(1)
7
Properties=species:S:1:pos:R:3 method="wB97M-V/def2-TZVPD" e_above_lowest_kcal_mol=21.6 molar_mass_g_mol=130.071 e_lumo_ev=-1.131 total_energy_ha=-861.73692
C -0.503 -0.571 -1.302
O 0.029 0.354 -0.851
O 1.859 0.525 2.164
O -0.574 0.706 1.767
F -0.557 -0.768 -2.674
F -0.996 -1.567 -0.756
S 0.742 1.323 1.653


(2)
83
Properties=species:S:1:pos:R:3 method="wB97M-V/def2-TZVPD" charge=-1 molar_mass_g_mol=1541.944 e_lumo_ev=1.264 total_energy_ha=-16618.04598
C -1.726 -3.574 3.304
C -1.282 -2.582 2.578
C -0.733 -1.255 1.854
C -0.970 0.104 2.713
O -1.649 1.057 1.859
P -1.650 0.621 0.161
C 0.223 1.080 -0.124
C 0.617 2.494 0.562
C 2.055 3.054 0.000
S 1.745 3.635 -1.764
O -1.740 0.525 -1.565
C -2.131 -0.763 -2.077
C -0.848 -1.614 -2.648
O -3.353 0.268 0.475
C -4.192 1.354 0.022
C -5.685 1.050 0.636
C -6.879 1.454 -0.372
O -5.790 1.901 1.841
O -1.065 -1.005 0.472
H -2.015 -4.295 4.160
H 0.410 -1.465 1.823
H 0.104 0.524 2.801
H -1.567 -0.100 3.672
H -1.830 2.052 -0.060
H 0.945 0.265 0.246
H 0.389 1.179 -1.265
H -0.137 3.343 0.342
H 0.680 2.433 1.724
H 2.838 2.219 0.060
H 2.350 3.965 0.663
H 2.907 4.210 -2.269
H -2.769 -0.550 -3.033
H -2.804 -1.394 -1.399
H -0.889 -1.736 -3.801
H 0.081 -0.971 -2.418
H -0.831 -2.622 -2.106
H -4.296 1.299 -1.122
H -3.906 2.390 0.425
H -5.755 -0.033 1.031
H -7.248 2.537 -0.228
H -6.558 1.328 -1.469
H -7.776 0.757 -0.109
H -6.092 2.807 1.571
C 1.871 -5.613 2.634
Cl 2.748 -4.519 1.541
Cl 1.886 -7.267 1.964
Cl 2.666 -5.623 4.225
Cl 0.190 -5.050 2.820
C -5.344 2.364 -4.622
Cl -6.249 3.721 -3.914
Cl -3.955 1.975 -3.588
Cl -6.407 0.943 -4.745
Cl -4.770 2.817 -6.243
C -0.143 -6.310 -2.438
Cl 0.088 -7.730 -3.485
Cl 0.806 -4.950 -3.072
Cl -1.865 -5.871 -2.407
Cl 0.402 -6.695 -0.791
C 6.357 -4.927 5.378
Cl 5.904 -6.196 4.218
Cl 5.093 -4.785 6.619
Cl 7.904 -5.345 6.154
Cl 6.526 -3.378 4.523
C 4.196 7.232 -1.085
Cl 4.990 6.406 0.274
Cl 4.853 8.877 -1.244
Cl 4.496 6.328 -2.588
Cl 2.447 7.319 -0.783
C 8.393 3.828 -0.711
Cl 6.930 4.534 -1.430
Cl 8.247 3.840 1.061
Cl 8.585 2.154 -1.278
Cl 9.812 4.784 -1.194
C 10.570 -7.123 3.868
Cl 10.815 -8.518 2.793
Cl 11.506 -5.738 3.263
Cl 8.845 -6.700 3.910
Cl 11.118 -7.536 5.509
C -10.153 5.370 -4.429
Cl -9.726 6.346 -5.852
Cl -11.753 5.864 -3.831
Cl -10.193 3.651 -4.879
Cl -8.941 5.621 -3.154


(3)
117
Properties=species:S:1:pos:R:3 method="wB97M-V/def2-TZVPD" charge=+1 molar_mass_g_mol=749.133 e_lumo_ev=-3.628 total_energy_ha=-3525.38480
C 0.332 -1.984 3.544
C 1.063 -0.750 2.754
C 1.331 -1.324 1.239
C 0.114 0.534 2.579
N 0.774 1.853 2.829
C 0.019 2.936 3.404
C -1.509 3.005 3.864
C -1.744 2.837 5.448
C -3.313 2.442 5.652
S -4.461 3.406 4.560
C -6.219 2.952 4.917
S -6.726 2.234 6.365
N -7.288 3.178 3.905
C -6.801 4.053 2.789
C -8.090 4.439 1.861
O -9.214 3.498 2.062
C -8.579 2.177 1.942
C -7.693 1.883 3.267
N 0.828 4.123 3.525
C 2.160 3.826 3.015
C 3.309 4.928 2.974
O 4.425 4.662 3.866
C 5.536 5.460 3.480
F 6.424 5.692 4.576
F 5.179 6.749 2.992
F 6.262 4.821 2.446
C 2.119 2.353 2.556
P 3.534 1.399 1.750
S 3.314 1.406 -0.200
H 0.830 -2.960 3.171
H 0.650 -1.870 4.653
H -0.802 -1.988 3.408
H 2.031 -0.556 3.329
H 1.025 -0.535 0.448
H 0.571 -2.188 1.093
H 2.398 -1.702 1.092
H -0.459 0.551 1.574
H -0.716 0.434 3.384
H -2.174 2.252 3.301
H -1.889 4.056 3.555
H -1.545 3.822 6.013
H -1.049 2.008 5.861
H -3.573 2.558 6.765
H -3.404 1.322 5.371
H -6.354 5.044 3.142
H -6.022 3.521 2.135
H -8.486 5.488 2.096
H -7.816 4.395 0.751
H -9.418 1.394 1.803
H -7.963 2.197 0.974
H -8.384 1.330 3.997
H -6.804 1.223 2.942
H 0.537 5.050 3.879
H 2.838 5.946 3.262
H 3.653 5.013 1.876
H 3.772 0.103 2.306
H 4.738 2.172 2.003
C 2.089 -5.470 0.844
C 3.601 -5.644 0.819
C 4.296 -4.746 -0.206
C 3.907 -5.001 -1.666
C 4.142 -6.428 -2.165
C 5.607 -6.842 -2.136
H 1.635 -5.744 -0.111
H 1.649 -6.107 1.615
H 1.821 -4.433 1.068
H 3.847 -6.695 0.638
H 3.996 -5.404 1.813
H 5.380 -4.858 -0.093
H 4.076 -3.699 0.031
H 4.472 -4.307 -2.300
H 2.852 -4.748 -1.811
H 3.781 -6.498 -3.196
H 3.545 -7.140 -1.584
H 6.213 -6.169 -2.748
H 5.719 -7.854 -2.534
H 6.008 -6.840 -1.120
C -10.861 5.522 -1.034
C -9.629 5.374 -1.912
C -8.620 6.509 -1.731
C -9.129 7.904 -2.107
C -9.634 8.048 -3.544
C -8.555 7.798 -4.588
H -11.423 6.428 -1.275
H -11.530 4.670 -1.177
H -10.582 5.559 0.023
H -9.931 5.293 -2.960
H -9.135 4.427 -1.661
H -7.723 6.278 -2.318
H -8.294 6.531 -0.684
H -8.319 8.623 -1.941
H -9.932 8.194 -1.422
H -10.016 9.066 -3.675
H -10.482 7.379 -3.721
H -7.718 8.489 -4.456
H -8.961 7.949 -5.592
H -8.171 6.777 -4.538
C 8.736 -5.350 -5.218
C 8.909 -6.327 -6.371
C 8.340 -7.716 -6.076
C 9.001 -8.459 -4.910
C 10.510 -8.669 -5.039
C 10.897 -9.525 -6.237
H 9.272 -5.680 -4.325
H 9.127 -4.367 -5.494
H 7.678 -5.233 -4.962
H 9.967 -6.395 -6.640
H 8.395 -5.922 -7.250
H 8.414 -8.325 -6.984
H 7.269 -7.623 -5.864
H 8.514 -9.435 -4.804
H 8.800 -7.921 -3.976
H 10.870 -9.160 -4.129
H 11.027 -7.705 -5.091
H 10.425 -10.510 -6.179
H 11.981 -9.672 -6.260
H 10.607 -9.058 -7.180